25
Properties=species:S:1:pos:R:3:forces:R:3:lowdin_charge:R:1 method="wB97M-V/def2-TZVPD" homo_ev=-4.2614 total_energy_ha=-1280.8457 total_charge=-1 orbital_gap_ha=0.2555
Cl 4.803721 -1.324466 -0.237680 -0.2 0.3 0.1 0.50
F 1.500526 -1.796402 1.914139 -0.8 0.3 -1.1 0.06
O 1.180110 1.865787 -1.899621 -0.7 -0.6 2.7 -0.11
O -0.164398 2.733027 -0.312851 0.1 -0.7 0.7 -0.06
O -0.308725 -2.677278 0.955221 0.8 -0.1 0.7 0.10
O 2.817624 -0.715757 -1.830211 0.3 -0.2 0.5 0.07
N -2.561880 -0.476447 0.625232 -1.0 0.0 0.2 0.17
N 0.693235 1.045641 1.665028 0.4 -0.9 -0.3 0.05
C 3.237952 -0.476083 -0.757841 -0.9 1.1 0.1 -0.72
C 1.084291 0.684031 0.269928 -0.4 0.2 0.4 -0.41
C -3.467162 -0.471296 -0.080722 -0.5 0.0 -0.4 -0.20
C 2.653368 0.517494 0.292749 0.7 0.2 -0.2 -0.11
C 0.482363 -1.785622 0.982433 -1.2 0.3 -1.4 -0.40
C 0.642599 1.875166 -0.715086 1.0 0.3 -3.2 -0.65
C -4.631179 -0.464655 -0.995775 0.5 0.0 0.3 -0.06
C 0.282127 -0.624063 -0.067883 0.5 1.0 1.0 -0.04
H -5.309230 0.344206 -0.725399 0.1 0.0 0.0 0.08
H -0.815482 -0.345459 0.032535 1.8 -0.6 -0.1 0.06
H 3.063051 0.248506 1.301349 -0.7 0.1 -0.9 0.10
H -4.293693 -0.319022 -2.021637 0.0 0.0 0.1 0.08
H 1.104965 1.948192 1.896561 -0.6 -0.1 -0.2 0.08
H 0.409025 -0.986806 -1.117111 0.3 0.1 1.0 0.13
H 3.087552 1.532897 0.045388 -0.3 -1.1 0.0 0.14
H -5.161989 -1.413798 -0.925984 0.1 0.0 0.0 0.08
H -0.328777 1.082204 1.707240 0.5 0.5 -0.1 0.07